Entry 1:
C4H8N2O3 | the ωB97M-V functional and the def2-TZVPD basis

molar mass	132.12	g/mol
spin multiplicity	1
LUMO energy (alpha / beta)	-0.008 / -0.008	Eh
energy relative to the best compared isomer or geometry (same formula, charge and spin)	4.484	eV
max |F|	5.383	eV/A
total charge	0
SMILES string	CC(=O)CN(O)C(N)=O

XYZ file:
```
17
Properties=species:S:1:pos:R:3:lowdin_charge:R:1
C 1.039 0.971 1.136 -0.001
C 1.134 0.070 -0.079 -0.452
O 2.013 -0.759 -0.279 0.046
C 0.377 0.653 -1.365 -0.120
N -0.942 0.279 -1.032 -0.079
O -1.657 1.350 -0.567 -0.036
C -0.945 -0.900 0.292 -0.440
N -0.518 -2.149 0.051 0.191
O -1.863 -0.610 1.047 0.042
H 2.009 1.440 1.296 0.098
H 0.271 1.736 1.071 0.081
H 0.790 0.344 1.992 0.091
H 0.729 0.098 -2.233 0.120
H 0.499 1.734 -1.437 0.130
H -2.278 0.941 0.083 0.101
H 0.323 -2.282 -0.490 0.103
H -0.982 -2.914 0.515 0.125
```

---

Entry 2:
C4H8N2O3 | the ωB97M-V functional and the def2-TZVPD basis

molar mass	132.12	g/mol
spin multiplicity	1
LUMO energy	0.020	Eh
energy relative to the best compared isomer or geometry (same formula, charge and spin)	4.150	eV
max |F|	2.894	eV/A
total charge	0
SMILES string	O=C1[C@@H](CO)NCN1O

XYZ file:
```
17
Properties=species:S:1:pos:R:3:lowdin_charge:R:1
O 0.749 -1.943 -0.242 0.093
C 0.456 -0.774 -0.379 -0.340
C -0.833 0.014 -0.813 -0.216
C -2.049 -0.539 -0.110 -0.202
O -2.286 0.023 1.187 -0.049
N -0.471 1.404 -0.609 0.022
C 0.871 1.577 -0.062 -0.127
N 1.428 0.212 -0.140 -0.107
O 2.360 -0.137 0.772 0.048
H -1.018 -0.146 -1.884 0.150
H -2.834 -0.366 -0.803 0.097
H -2.250 -1.618 -0.180 0.136
H -1.541 0.602 1.485 0.099
H -1.096 1.857 -0.044 0.071
H 1.604 2.241 -0.551 0.125
H 0.797 1.967 0.970 0.127
H 2.387 -1.070 0.702 0.074
```

---

Entry 3:
C4H8N2O3PS | the ωB97M-V functional and the def2-TZVPD basis

molar mass	195.16	g/mol
spin multiplicity	1
LUMO energy	0.118	Eh
max |F|	4.290	eV/A
total charge	-1

XYZ file:
```
19
Properties=species:S:1:pos:R:3:lowdin_charge:R:1
C 1.293 -2.333 -0.653 -0.424
C 1.865 -0.447 0.522 -0.076
C 0.498 -0.559 0.353 -0.140
C -1.216 -1.848 -0.801 -0.013
N 2.350 -1.629 -0.019 0.095
N 0.106 -1.637 -0.289 -0.081
O -0.913 4.230 -0.212 -0.410
O 1.376 -3.439 -1.242 -0.032
O -0.561 2.497 1.641 -0.467
P -1.215 2.596 0.045 0.163
S -3.181 2.619 0.350 -0.115
H -0.085 4.403 -0.552 -0.048
H 2.414 0.369 0.898 0.089
H -0.198 0.131 0.634 0.024
H -1.135 -1.881 -1.935 0.112
H -1.612 -2.806 -0.523 0.072
H -1.815 -0.924 -0.437 0.123
H 3.312 -1.813 -0.095 0.123
H -1.284 2.470 2.315 0.004
```

---

Entry 4:
C4H8N2O3S2 | the ωB97M-V functional and the def2-TZVPD basis

molar mass	196.25	g/mol
spin multiplicity	1
LUMO energy	0.013	Eh
energy relative to the best compared isomer or geometry (same formula, charge and spin)	0.131	eV
max |F|	2.900	eV/A
total charge	0

XYZ file:
```
19
Properties=species:S:1:pos:R:3:lowdin_charge:R:1
C -1.106 1.200 -0.381 -0.792
C -0.117 -0.486 0.881 -0.182
C -1.090 0.140 1.860 -0.378
C 0.226 -0.349 -1.659 0.001
N -0.394 0.100 -0.426 -0.102
N 0.690 2.802 -0.557 -0.198
O -1.411 4.052 -0.192 -0.346
O -1.439 1.826 -1.395 -0.113
O -0.551 3.993 -2.448 -0.265
S -1.634 1.782 1.172 1.073
S -0.551 3.440 -1.153 0.482
H 0.936 -0.200 1.055 0.137
H -0.114 -1.562 1.048 0.127
H -2.124 -0.285 1.894 0.075
H -0.705 0.264 2.930 0.110
H 0.091 0.385 -2.479 0.113
H 1.242 -0.679 -1.550 0.092
H -0.241 -1.248 -2.029 0.089
H 1.366 2.627 -1.380 0.077
```

---

Entry 5:
C4H8N2OS | the ωB97M-V functional and the def2-TZVPD basis

molar mass	132.19	g/mol
spin multiplicity	1
LUMO energy	0.027	Eh
energy relative to the best compared isomer or geometry (same formula, charge and spin)	2.010	eV
max |F|	3.239	eV/A
total charge	0
SMILES string	CS/C=C\N.N=C=O

XYZ file:
```
16
Properties=species:S:1:pos:R:3:lowdin_charge:R:1
C 0.393 -2.522 -0.437 -0.426
S 0.402 -0.853 -1.054 0.811
C 0.196 0.006 0.555 -0.462
C -1.035 0.492 0.848 -0.290
N -1.919 0.761 -0.130 0.060
H -0.405 -2.603 0.286 0.039
H 1.330 -2.862 0.032 0.048
H 0.470 -3.220 -1.222 0.012
H 0.781 -0.453 1.312 0.062
H -1.403 0.805 1.868 0.147
H -2.590 1.438 0.199 0.104
H -1.502 0.475 -1.009 0.036
N 1.304 2.258 -0.964 0.193
C 1.260 2.121 0.213 -0.524
O 1.376 2.432 1.338 0.114
H 1.342 1.725 -1.835 0.075
```

---

Entry 6:
C4H8N2OS | the ωB97M-V functional and the def2-TZVPD basis

molar mass	132.19	g/mol
spin multiplicity	1
LUMO energy	0.027	Eh
energy relative to the best compared isomer or geometry (same formula, charge and spin)	0.777	eV
max |F|	1.640	eV/A
total charge	0
SMILES string	C[C@@]1(N)CN(S)C1=O

XYZ file:
```
16
Properties=species:S:1:pos:R:3:lowdin_charge:R:1
C 2.137 -0.308 1.201 -0.024
C 1.267 -0.241 -0.042 -0.473
N 1.977 -0.058 -1.304 0.088
C 0.139 -1.310 -0.129 -0.109
N -0.822 -0.218 0.043 -0.445
S -2.512 -0.179 0.083 0.809
C 0.121 0.783 0.058 -0.471
O 0.061 1.987 0.109 0.099
H 1.539 -0.465 2.131 0.103
H 2.711 0.591 1.306 0.074
H 2.859 -1.133 1.132 0.084
H 2.810 -0.647 -1.338 0.083
H 2.303 0.896 -1.388 0.083
H 0.118 -2.039 0.642 0.100
H 0.059 -1.797 -1.135 0.131
H -2.769 -0.049 -1.243 -0.133
```

---

Entry 7:
C4H8N2OS | the ωB97M-V functional and the def2-TZVPD basis

molar mass	132.19	g/mol
spin multiplicity	1
LUMO energy	0.029	Eh
energy relative to the best compared isomer or geometry (same formula, charge and spin)	4.260	eV
max |F|	5.237	eV/A
total charge	0
SMILES string	CC(=S)NO.C=C=N

XYZ file:
```
16
Properties=species:S:1:pos:R:3:lowdin_charge:R:1
C -1.732 1.252 -0.300 -0.075
C -0.583 1.082 0.578 -0.862
S -0.680 0.459 2.072 0.743
N 0.644 1.342 0.137 -0.109
O 1.802 1.073 0.825 -0.053
H -2.731 1.704 0.095 0.139
H -2.049 0.208 -0.434 0.084
H -1.455 1.611 -1.173 0.022
H 0.777 1.209 -0.823 0.122
H 1.387 0.479 1.521 0.014
C -1.099 -2.371 0.587 -0.042
C -0.062 -1.919 -0.027 -0.282
N 0.914 -1.315 -0.438 0.182
H -1.317 -1.887 1.556 0.010
H -1.922 -2.987 0.142 0.079
H 1.763 -1.687 -0.393 0.028
```

---

Entry 8:
C4H8N2OS | the ωB97M-V functional and the def2-TZVPD basis

molar mass	132.19	g/mol
spin multiplicity	1
LUMO energy	0.021	Eh
energy relative to the best compared isomer or geometry (same formula, charge and spin)	5.052	eV
max |F|	4.871	eV/A
total charge	0
SMILES string	O=[S@@H]1=NCC=CCN1

XYZ file:
```
16
Properties=species:S:1:pos:R:3:lowdin_charge:R:1
O 0.810 -1.430 -1.947 -0.397
S -0.250 -1.223 -0.975 0.705
N -1.343 -0.138 -1.008 -0.269
C -0.843 1.214 -1.030 -0.304
C 0.306 1.496 -0.096 -0.102
C 0.675 1.002 1.102 -0.088
C 0.159 -0.304 1.620 -0.120
N 0.406 -1.598 0.544 -0.182
H -0.914 -2.497 -1.136 0.092
H -1.746 1.729 -0.841 0.093
H -0.408 1.411 -2.151 0.158
H 0.706 2.420 -0.494 0.099
H 1.478 1.280 1.673 0.069
H 0.534 -0.802 2.545 0.109
H -0.891 -0.599 1.645 0.087
H 1.321 -1.963 0.548 0.048
```

---

Entry 9:
C4H8N2OS | the ωB97M-V functional and the def2-TZVPD basis

molar mass	132.19	g/mol
spin multiplicity	1
LUMO energy	0.028	Eh
energy relative to the best compared isomer or geometry (same formula, charge and spin)	1.799	eV
max |F|	3.487	eV/A
total charge	0
SMILES string	COC(/C=C\N)=N/S

XYZ file:
```
16
Properties=species:S:1:pos:R:3:lowdin_charge:R:1
C -2.714 0.472 0.249 -0.101
O -1.736 -0.460 -0.065 -0.057
C -0.532 0.059 -0.206 -0.535
C 0.364 -0.987 -0.703 -0.048
C 1.639 -1.165 -0.257 -0.244
N 2.228 -0.500 0.735 0.029
N -0.285 1.269 0.101 -0.346
S 1.092 2.175 -0.256 0.703
H -2.746 1.309 -0.367 0.063
H -2.577 0.842 1.283 0.099
H -3.664 -0.106 0.186 0.107
H -0.063 -1.766 -1.345 0.107
H 2.200 -2.004 -0.652 0.117
H 1.750 0.143 1.450 0.124
H 3.208 -0.655 0.956 0.102
H 1.836 1.376 -1.110 -0.122
```

---

Entry 10:
C4H8N2OS | the ωB97M-V functional and the def2-TZVPD basis

molar mass	132.19	g/mol
spin multiplicity	1
LUMO energy	0.003	Eh
energy relative to the best compared isomer or geometry (same formula, charge and spin)	5.519	eV
max |F|	5.938	eV/A
total charge	0

XYZ file:
```
16
Properties=species:S:1:pos:R:3:lowdin_charge:R:1
C 0.879 -0.780 -0.654 -0.141
C -1.409 -1.794 -0.466 -0.251
C -0.844 0.370 0.499 -0.895
C 0.323 0.960 1.144 -0.399
H 0.865 -1.725 -1.280 0.046
H 2.059 -0.815 0.042 0.186
H 1.226 0.036 -1.846 0.194
H -0.995 -2.834 -0.924 0.169
H 1.119 0.122 1.649 0.161
H -0.221 1.293 2.024 0.096
H 1.106 1.873 -0.702 0.094
H 0.396 2.870 0.423 0.085
N -0.482 -0.822 -0.143 -0.166
N 0.910 1.977 0.357 -0.011
O -2.691 -1.700 -0.523 -0.071
S -2.241 0.969 0.401 0.904
```

---

Entry 11:
C4H8N2S | the ωB97M-V functional and the def2-TZVPD basis

molar mass	116.19	g/mol
spin multiplicity	1
LUMO energy	0.031	Eh
energy relative to the best compared isomer or geometry (same formula, charge and spin)	5.272	eV
max |F|	3.588	eV/A
total charge	0
SMILES string	CN(C)S[C@@H]1C=N1

XYZ file:
```
15
Properties=species:S:1:pos:R:3:lowdin_charge:R:1
C 0.984 -0.581 1.417 -0.186
N 0.639 -1.009 0.061 -0.628
C 0.942 0.043 -0.811 -0.208
S -0.869 -1.792 -0.027 0.862
C -2.437 -0.524 -0.164 -0.453
C -2.445 0.835 -0.591 -0.217
N -3.116 0.743 0.514 0.121
H 1.443 -1.463 2.072 0.115
H 1.793 0.148 1.408 0.067
H 0.054 -0.193 1.931 0.086
H 1.956 0.000 -1.168 0.081
H 0.187 0.188 -1.660 0.100
H 0.816 0.974 -0.273 0.068
H -3.270 -1.079 -0.768 0.093
H -1.960 1.670 -1.067 0.100
```

---

Entry 12:
C4H8N2S | the ωB97M-V functional and the def2-TZVPD basis

molar mass	116.19	g/mol
spin multiplicity	1
LUMO energy	0.004	Eh
energy relative to the best compared isomer or geometry (same formula, charge and spin)	1.112	eV
max |F|	4.370	eV/A
total charge	0
SMILES string	CC(C)C=S.N#N

XYZ file:
```
15
Properties=species:S:1:pos:R:3:lowdin_charge:R:1
C -0.266 1.119 -0.581 -0.083
C 0.149 0.390 0.664 -0.446
C 1.722 0.583 0.799 -0.072
C -0.236 -1.030 0.484 -0.701
S 0.706 -2.285 0.572 0.750
H 0.229 2.077 -0.527 0.080
H -1.302 1.096 -0.746 0.060
H 0.139 0.714 -1.466 0.076
H -0.302 0.722 1.545 0.118
H 1.940 0.540 1.837 0.072
H 1.976 1.534 0.504 0.042
H 2.320 -0.044 0.285 0.015
H -1.307 -1.215 0.575 0.039
N -2.969 -2.624 -2.136 0.033
N -2.797 -1.576 -1.809 0.018
```

---

Entry 13:
C4H8N2S | the ωB97M-V functional and the def2-TZVPD basis

molar mass	116.19	g/mol
spin multiplicity	1
LUMO energy	0.027	Eh
energy relative to the best compared isomer or geometry (same formula, charge and spin)	1.697	eV
max |F|	0.739	eV/A
total charge	0
SMILES string	C=C/N=C(/C)NS

XYZ file:
```
15
Properties=species:S:1:pos:R:3:lowdin_charge:R:1
C -1.537 2.051 0.363 -0.016
C -1.549 1.026 -0.506 -0.265
N -1.208 -0.296 -0.219 0.067
C 0.010 -0.629 -0.022 -0.480
C 0.344 -2.070 0.296 -0.054
N 1.077 0.253 -0.101 -0.380
S 2.685 -0.064 0.326 0.771
H -1.183 1.938 1.386 0.058
H -1.922 3.029 0.047 0.051
H -1.926 1.161 -1.530 0.106
H 0.816 -2.171 1.267 0.063
H -0.598 -2.625 0.288 0.081
H 1.032 -2.459 -0.456 0.072
H 0.802 1.223 -0.246 0.070
H 3.155 -0.367 -0.892 -0.145
```

---

Entry 14:
C4H8N2S | the ωB97M-V functional and the def2-TZVPD basis

molar mass	116.19	g/mol
spin multiplicity	1
LUMO energy	0.032	Eh
energy relative to the best compared isomer or geometry (same formula, charge and spin)	3.698	eV
max |F|	4.053	eV/A
total charge	0

XYZ file:
```
15
Properties=species:S:1:pos:R:3:lowdin_charge:R:1
C 0.927 -0.451 0.307 -0.319
C -1.416 -2.590 -0.150 -0.036
C 0.296 2.504 -1.044 -0.354
C -0.116 0.321 0.732 -0.554
N 1.499 -1.548 0.977 0.036
N -2.488 -2.119 -0.100 0.053
S -0.797 1.853 0.311 0.802
H 1.563 -0.161 -0.462 0.075
H 1.916 -2.318 0.523 0.065
H 1.296 2.640 -0.725 0.024
H -0.301 3.374 -1.139 -0.007
H 0.295 1.910 -1.938 0.032
H -0.359 -0.176 1.704 0.072
H 0.721 -1.775 1.597 0.058
H -3.036 -1.464 -0.592 0.053
```

---

Entry 15:
C4H8N2S2 | the ωB97M-V functional and the def2-TZVPD basis

molar mass	148.26	g/mol
spin multiplicity	1
LUMO energy	0.020	Eh
energy relative to the best compared isomer or geometry (same formula, charge and spin)	0.000	eV
max |F|	1.348	eV/A
total charge	0
SMILES string	C=C(CS)NC(N)=S

XYZ file:
```
16
Properties=species:S:1:pos:R:3:lowdin_charge:R:1
C 0.657 -0.722 -2.010 0.071
C 0.373 0.029 -0.952 -0.416
C 1.350 0.830 -0.119 -0.524
S 3.110 0.603 -0.478 0.717
N -0.987 0.192 -0.522 0.010
C -1.506 -0.354 0.629 -0.974
N -0.720 -1.301 1.205 0.076
S -2.958 0.144 1.257 0.564
H 1.668 -0.823 -2.374 0.042
H -0.152 -1.229 -2.534 0.079
H 1.173 0.636 0.951 0.077
H 1.181 1.897 -0.277 0.077
H 3.196 -0.645 0.012 -0.132
H -1.553 0.914 -0.937 0.123
H -1.170 -1.799 1.997 0.110
H -0.074 -1.838 0.630 0.102
```